1.
C33H34N6O2SSc | ωB97M-V/def2-TZVPD

Results
- charge = -1
- gap between HOMO and LUMO (eV) = 4.033
- HOMO level (eV) = -1.861

```
77
C33H34N6O2SSc (ωB97M-V/def2-TZVPD)
Sc 0.24 -0.34 -0.95
S -0.24 -0.79 -3.48
O 2.28 -0.41 -1.52
O -1.62 -1.00 -0.52
N 1.18 -1.40 0.94
N 1.19 1.67 -0.09
N 0.40 -2.66 -1.29
N -1.09 1.51 -1.49
N -1.32 -3.05 -4.29
N -0.21 -3.29 -2.33
C 0.27 2.80 -0.02
C 2.46 -1.32 2.95
C -0.59 -2.48 -3.30
C 2.84 -2.64 2.77
C 1.64 -0.74 2.00
C 4.72 1.21 0.63
C 4.49 -1.03 -0.99
C -4.81 -1.95 -1.92
C -2.33 1.46 -1.81
C -1.85 -4.40 -4.21
C 3.51 0.96 -0.01
C 3.36 -0.17 -0.86
C -2.20 2.48 6.10
C 5.66 -0.78 -0.31
C 2.36 -3.33 1.67
C -2.33 2.28 4.75
C 5.79 0.35 0.52
C -3.14 0.26 -1.86
C -2.74 -0.91 -1.19
C -1.08 2.04 6.82
C 2.43 1.90 0.14
C 1.53 -2.68 0.77
C -1.33 1.60 3.97
C -4.37 0.32 -2.52
C -0.84 -5.46 -4.63
C -0.21 1.14 4.75
C -3.63 -2.01 -1.23
C -0.10 1.36 6.10
C -5.20 -0.78 -2.58
C -1.43 1.43 2.60
C -0.48 2.82 -1.33
C 0.97 -3.39 -0.41
C 1.07 -4.89 -0.48
H 0.78 0.98 6.63
H 0.44 -5.24 -1.29
H -0.53 -5.30 -5.67
H 2.79 -0.74 3.81
H 0.75 -5.34 0.46
H 4.39 -1.89 -1.64
H -1.23 3.62 -1.34
H 0.58 0.59 4.23
H -1.28 -6.45 -4.55
H 2.72 2.91 0.48
H 1.31 0.29 2.11
H -5.46 -2.82 -1.95
H -0.42 2.64 0.82
H 0.81 3.74 0.14
H 4.80 2.09 1.26
H -2.73 -4.43 -4.86
H 6.72 0.54 1.04
H -2.85 2.39 -2.04
H -3.32 -2.91 -0.71
H -1.70 -2.40 -4.95
H 0.03 -5.40 -3.99
H 2.10 -5.20 -0.67
H 3.49 -3.13 3.48
H -0.99 2.20 7.89
H -4.65 1.25 -3.01
H 6.49 -1.46 -0.42
H -2.99 3.01 6.63
H -6.14 -0.73 -3.11
H 0.22 2.99 -2.16
H -2.34 1.71 2.07
H -2.19 -4.58 -3.19
H -0.69 0.86 2.04
H 2.63 -4.36 1.51
H -3.21 2.64 4.23
```

These are the Mulliken partial charges, in e, on atoms 1 to 4: number 1, Sc, carries 0.03; number 2, S, carries -0.60; number 3, O, carries -0.49; number 4, O, carries -0.38


2.
C23H14Cl2F3N5O3 | ωB97M-V/def2-TZVPD

Results
- SMILES = O=C(Nc1ccc(C(=O)N/N=C2\C(=O)Nc3ccc(Cl)cc32)cc1)Nc1ccc(Cl)c(C(F)(F)F)c1
- charge = 0
- gap between HOMO and LUMO (eV) = 7.683
- HOMO level (eV) = -8.482

```
50
C23H14Cl2F3N5O3 (ωB97M-V/def2-TZVPD)
Cl -6.49 1.44 -1.54
Cl 0.30 5.35 -1.23
F -3.76 0.40 2.13
F -4.10 1.88 0.33
F -5.81 1.08 1.71
O 6.26 1.14 0.68
O 4.30 -2.44 2.06
O -1.91 -5.00 -0.30
N -3.86 -3.79 -0.32
N -1.72 -2.82 -0.14
N 3.38 0.77 1.04
N 5.70 3.22 -0.09
N 4.07 -0.39 1.43
C 1.49 -3.25 1.54
C 4.47 3.80 -0.35
C 4.37 5.03 -1.00
C -4.63 0.78 1.11
C 3.32 3.02 0.04
C -4.27 -1.58 0.24
C 1.96 4.84 -0.90
C 2.17 -2.08 1.15
C 1.35 -1.23 0.31
C 4.01 1.82 0.58
C -2.49 -3.92 -0.26
C -4.80 -0.29 0.01
C -5.61 -0.07 -1.12
C -5.68 -1.03 -2.13
C 0.19 -3.55 1.26
C -0.45 -2.71 0.39
C 3.53 -1.72 1.47
C -5.06 -2.27 -1.91
C -4.40 -2.61 -0.69
C 3.11 5.61 -1.23
C 2.11 3.59 -0.21
C 0.14 -1.56 -0.08
C 5.46 2.01 0.50
H 5.35 5.47 -1.19
H -0.42 -4.36 1.74
H -4.23 -4.60 -0.79
H 1.80 -0.34 -0.15
H -2.17 -2.07 -0.59
H -0.34 -0.95 -0.74
H -5.08 -2.90 -2.76
H -6.18 -0.91 -3.10
H 2.14 -3.94 2.15
H 6.66 3.52 -0.29
H 1.32 2.96 -0.08
H 5.04 -0.31 1.71
H -3.64 -1.70 1.12
H 3.09 6.69 -1.47
```

These are the Mulliken partial charges, in e, on atoms 1 to 4: number 1, Cl, carries -0.19; number 2, Cl, carries -0.21; number 3, F, carries -0.25; number 4, F, carries -0.25


3.
C23H12Cl5MnN4OS | ωB97M-V/def2-TZVPD

Results
- multiplicity = 2
- charge = +1
- gap between HOMO and LUMO (alpha / beta) (eV) = 7.934 / 8.175
- HOMO level (alpha / beta) (eV) = -11.382 / -11.383

```
47
C23H12Cl5MnN4OS (ωB97M-V/def2-TZVPD)
Mn -1.32 1.11 -1.21
Cl 3.18 2.97 -4.36
Cl -0.93 -1.36 -2.69
Cl 1.28 -2.06 -4.78
Cl 0.98 3.62 -2.28
Cl 3.35 0.13 -5.61
S -1.79 5.11 0.79
O -2.56 1.51 -2.03
N 0.49 0.96 0.07
N 1.85 1.98 1.48
N -1.31 2.83 -0.16
N -1.95 -0.18 0.21
C -2.64 -2.14 1.72
C -3.95 -2.62 1.67
C 2.05 1.77 -3.91
C 2.12 0.50 -4.48
C -2.26 -1.05 0.89
C -3.37 -4.27 3.32
C 0.22 -0.15 -3.19
C 3.98 -1.01 0.97
C -0.42 4.28 1.39
C 3.68 0.21 1.52
C 1.05 2.04 -2.97
C 0.69 2.03 0.81
C 2.47 0.78 1.14
C -4.31 -3.69 2.48
C 1.20 -0.48 -4.12
C -1.69 -2.72 2.57
C 0.13 1.09 -2.58
C 1.59 0.15 0.25
C 1.91 -1.10 -0.30
C -0.31 3.09 0.75
C -2.06 -3.79 3.36
C 3.11 -1.66 0.07
C -2.16 3.81 -0.23
H 3.40 -2.62 -0.34
H -5.32 -4.07 2.45
H 2.23 2.70 2.07
H 4.35 0.71 2.21
H -0.68 -2.34 2.58
H 4.92 -1.49 1.23
H 0.22 4.71 2.13
H -4.67 -2.16 1.01
H -3.01 3.80 -0.89
H -1.34 -4.25 4.02
H 1.25 -1.59 -0.99
H -3.65 -5.10 3.94
```

These are the Mulliken partial charges, in e, on atoms 1 to 4: number 1, Mn, carries 0.17; number 2, Cl, carries -0.17; number 3, Cl, carries -0.16; number 4, Cl, carries -0.16


4.
C44H49BrClIN9O2 | ωB97M-V/def2-TZVPD

Results
- charge = +1
- gap between HOMO and LUMO (eV) = 6.951
- HOMO level (eV) = -10.970

```
107
C44H49BrClIN9O2 (ωB97M-V/def2-TZVPD)
I -0.75 -1.80 2.44
Br 1.46 -4.54 -1.90
Cl -0.25 1.20 -3.86
O -0.76 2.02 -1.42
O 3.10 1.07 2.63
N 9.68 0.71 1.99
N 0.16 4.21 -2.23
N -4.03 -3.00 3.64
N -8.43 7.42 -3.99
N 1.41 -2.32 -0.24
N -4.80 2.43 -3.28
N -0.59 -1.10 -0.61
N 1.36 -8.00 0.69
N 1.64 -0.01 -0.43
C 6.80 0.97 -1.06
C -5.85 3.20 -3.61
C -7.01 9.29 -4.51
C 5.97 -0.24 -0.96
C -1.04 -0.45 -1.84
C 0.40 -10.06 1.48
C 0.47 -8.67 1.43
C 10.63 1.88 3.86
C -1.56 -1.38 0.45
C 8.66 1.57 2.02
C -7.22 7.99 -4.09
C -5.81 -3.43 5.20
C -0.31 3.17 -2.00
C 0.79 -1.18 -0.39
C 1.21 -4.57 0.97
C 6.35 2.17 -0.34
C -3.37 4.29 -3.80
C -8.12 10.06 -4.84
C 8.56 2.61 2.93
C 10.64 0.87 2.91
C -3.44 -2.27 4.59
C -5.20 -3.57 3.96
C -2.21 1.05 1.33
C -3.96 -2.06 5.85
C 2.95 0.98 1.43
C -5.18 -2.66 6.16
C -2.70 -0.30 0.68
C -3.59 2.99 -3.38
C 9.56 2.77 3.87
C 1.35 0.66 -1.73
C -0.17 0.87 -2.05
C -5.74 4.51 -4.05
C 2.23 -8.73 -0.03
C 0.78 -3.64 -0.24
C 1.30 -10.79 0.73
C -9.38 9.49 -4.75
C -9.48 8.18 -4.32
C 4.26 0.99 0.57
C 2.24 -10.12 -0.04
C 1.53 0.86 0.75
C 5.10 2.20 0.45
C 2.77 -4.78 1.11
C 4.75 -0.21 -0.16
C -4.47 5.06 -4.14
H -10.27 10.06 -5.00
H -2.37 4.69 -3.86
H 7.90 1.41 1.27
H -5.62 -2.53 7.14
H 2.94 -8.17 -0.62
H -2.93 1.84 0.99
H 0.77 -4.29 1.95
H -6.01 9.70 -4.57
H -0.34 -10.54 2.10
H -6.76 -3.91 5.40
H 11.43 1.97 4.58
H -5.65 -4.16 3.18
H 2.95 -5.19 2.14
H -2.12 -2.33 0.18
H 2.96 -10.66 -0.64
H 3.35 -3.82 1.04
H -2.76 2.34 -3.11
H -8.00 11.08 -5.18
H -6.62 5.08 -4.30
H 0.72 0.62 1.48
H 3.08 -5.54 0.36
H -6.81 2.72 -3.52
H -2.49 -1.82 4.29
H -2.13 -0.27 -1.96
H 11.45 0.16 2.86
H -0.22 -8.06 2.00
H -0.73 -1.10 -2.71
H -1.21 1.39 1.00
H 9.52 3.57 4.60
H 2.43 -2.30 -0.12
H 0.78 -5.59 0.73
H -3.34 -0.15 -0.22
H -10.45 7.69 -4.22
H 7.73 0.93 -1.68
H 6.23 -1.19 -1.47
H -6.39 7.35 -3.82
H 7.02 3.06 -0.41
H -3.39 -0.79 1.44
H 1.84 0.04 -2.53
H -4.34 6.09 -4.47
H 4.16 -1.15 -0.07
H -3.44 -1.46 6.58
H 1.31 1.90 0.38
H -0.33 -3.64 -0.36
H 1.28 -11.87 0.75
H -2.34 1.00 2.44
H 7.71 3.29 2.90
H 4.84 3.16 0.97
H 1.93 1.63 -1.74
```

These are the Mulliken partial charges, in e, on atoms 1 to 4: number 1, I, carries 0.29; number 2, Br, carries -0.07; number 3, Cl, carries -0.05; number 4, O, carries -0.17


5.
C5H6BrN5O3 | ωB97M-V/def2-TZVPD

Results
- charge = 0
- gap between HOMO and LUMO (eV) = 4.375
- HOMO level (eV) = -6.477

```
20
C5H6BrN5O3 (ωB97M-V/def2-TZVPD)
Br 0.05 -0.65 -0.18
O 0.54 -1.92 4.08
O -1.73 0.89 -2.33
O -1.04 -2.92 2.79
N 2.36 0.02 -1.60
N -1.78 2.72 -0.65
N 1.01 0.12 -1.58
N 1.75 1.15 -3.46
N -0.60 1.15 -3.04
C -0.61 -2.08 3.63
C 0.65 0.81 -2.68
C -1.94 1.87 -1.38
C 2.78 0.62 -2.74
C -1.68 -1.10 4.16
H 2.95 -0.43 -0.90
H -0.71 1.65 -3.92
H -2.11 -0.53 3.34
H -1.25 -0.41 4.88
H 3.83 0.70 -3.06
H -2.48 -1.66 4.66
```

These are the Mulliken partial charges, in e, on atoms 1 to 4: number 1, Br, carries 0.22; number 2, O, carries -0.70; number 3, O, carries -0.24; number 4, O, carries -0.70


6.
C7H10NO | ωB97M-V/def2-TZVPD

Results
- charge = +1
- gap between HOMO and LUMO (alpha / beta) (eV) = 7.699 / 7.698
- HOMO level (alpha / beta) (eV) = -12.541 / -12.541

```
19
C7H10NO (ωB97M-V/def2-TZVPD)
O -3.28 -0.95 0.51
N 0.49 -0.32 -0.24
C -0.51 0.08 -1.30
C -1.66 0.67 -0.51
C 0.05 -1.74 0.11
C 1.11 -2.57 0.00
C -2.50 -0.36 -0.06
C 0.27 0.58 0.92
C -1.07 1.24 0.72
H -1.04 2.39 0.80
H 1.02 1.42 1.02
H 1.41 -0.46 -0.67
H 0.20 0.06 1.91
H 0.94 -3.62 -0.05
H -0.20 0.90 -2.03
H 2.20 -2.33 -0.44
H -2.18 1.51 -1.12
H -1.72 0.98 1.57
H -0.86 -0.79 -1.86
```

These are the Mulliken partial charges, in e, on atoms 1 to 4: number 1, O, carries -0.11; number 2, N, carries 0.09; number 3, C, carries -1.06; number 4, C, carries 0.84


| no. | molar mass (g/mol) |
| --- | --- |
| 1 | 623.70 |
| 2 | 536.30 |
| 3 | 624.65 |
| 4 | 978.20 |
| 5 | 264.04 |
| 6 | 124.16 |